Density functional theory data (the ωB97M-V functional and the def2-TZVPD basis) for C44H33Cl2CrIN9O4 as an isolated structure.

Structure (XYZ):
```
94
C44H33Cl2CrIN9O4 the ωB97M-V functional and the def2-TZVPD basis
Cr 0.301 0.583 0.447
O -2.777 -3.765 0.851
C -3.360 -2.886 1.685
C -4.606 -3.233 2.211
C -5.257 -2.380 3.077
C -4.695 -1.155 3.435
C -3.478 -0.795 2.898
C -2.794 -1.646 2.022
C -1.534 -1.167 1.430
O -1.279 0.084 1.484
N -0.730 -2.068 0.856
N 0.333 -1.421 0.332
C 1.359 -1.986 -0.184
C 2.397 -1.065 -0.673
C 3.556 -1.485 -1.307
C 4.424 -0.524 -1.803
C 4.122 0.820 -1.653
C 2.950 1.170 -0.996
N 2.121 0.248 -0.524
H -1.873 -3.440 0.648
H -5.032 -4.186 1.929
H -6.214 -2.675 3.489
H -5.206 -0.496 4.123
H -3.021 0.157 3.134
H 1.463 -3.064 -0.241
H 3.763 -2.540 -1.411
H 5.330 -0.826 -2.311
H 4.779 1.593 -2.025
H 2.652 2.200 -0.829
N 2.116 0.118 2.993
C 1.427 0.377 2.104
I -2.395 -2.361 -2.614
C -3.637 -1.121 -1.442
C -4.977 -1.470 -1.341
C -5.773 -0.677 -0.532
C -5.207 0.412 0.116
C -3.859 0.663 -0.064
N -3.079 -0.104 -0.833
H -5.370 -2.329 -1.864
H -6.820 -0.916 -0.403
H -5.792 1.049 0.763
H -3.361 1.482 0.444
Cl -1.608 6.472 3.533
C -0.542 5.116 3.807
C -0.929 4.164 4.723
C -0.123 3.060 4.943
C 1.060 2.939 4.239
C 1.437 3.906 3.319
Cl 2.964 3.658 2.520
C 0.646 5.033 3.063
N 0.954 6.053 2.177
C 1.709 5.891 0.974
C 2.995 6.410 0.907
C 3.760 6.250 -0.233
C 3.233 5.568 -1.322
C 1.937 5.084 -1.271
C 1.146 5.249 -0.135
C -0.278 4.754 -0.137
C -0.538 3.408 0.550
O -1.532 3.224 1.229
O 0.332 2.491 0.235
H -1.868 4.289 5.244
H -0.415 2.299 5.653
H 1.713 2.092 4.383
H 0.231 6.754 2.126
H 3.393 6.908 1.781
H 4.765 6.649 -0.271
H 3.826 5.433 -2.217
H 1.514 4.578 -2.133
H -0.569 4.611 -1.182
H -0.965 5.477 0.302
C -1.134 2.410 -3.371
C -1.076 1.829 -2.115
N -0.325 0.759 -1.843
C 0.367 0.226 -2.848
C 0.392 0.738 -4.140
C -0.372 1.872 -4.392
C 1.254 0.124 -5.175
C 0.872 -0.243 -6.398
C -0.502 -0.232 -6.942
C -1.629 -0.538 -6.188
C -2.844 -0.531 -6.846
N -2.958 -0.241 -8.140
C -1.821 0.027 -8.769
N -0.601 0.038 -8.247
H -1.766 3.271 -3.535
H -1.662 2.224 -1.297
H 0.913 -0.683 -2.629
H -0.373 2.314 -5.381
H 2.301 0.014 -4.913
H 1.620 -0.586 -7.103
H -1.568 -0.790 -5.140
H -3.759 -0.772 -6.316
H -1.893 0.256 -9.826
```

## Properties
* 2S+1: 4
* gap between HOMO and LUMO (alpha / beta): 6.649 / 6.483 eV
* energy relative to the best compared isomer or geometry (same formula, charge and spin): 0.0 kJ/mol
* HOMO (alpha / beta): -0.2854 / -0.2854 Ha
* net charge: 0